Record 1
Computed, not measured: the molecule C7H10, with wB97M-V/def2-TZVPD.

Summary:
**2S+1**: 1
**E**: -7416.19279 eV
**Net charge**: 0
**Relative energy (zero: lowest compared OMol25 entry of this formula, charge and spin)**: 111.7 kcal per mole
**HOMO level (spin up / spin down)**: -0.2507 / -0.2538 Ha
**Lowest unoccupied orbital energy (spin up / spin down)**: 0.699 / 1.084 eV
**Kohn-Sham gap (spin up / spin down)**: 7.52 / 7.99 eV

Cartesian coordinates (Å):
C  -1.46738  -0.42201  0.95553
C  -1.95944  0.19735  -0.32200
C  -0.48198  0.10326  -0.07910
C  0.39182  1.27227  0.22509
C  1.72649  0.82239  0.14274
C  1.80109  -0.54246  -0.37392
C  0.40903  -0.88554  -0.84574
H  -1.54606  -1.50285  1.06267
H  -1.59055  0.13828  1.88059
H  -2.41877  1.18273  -0.27287
H  -2.38461  -0.45656  -1.08136
H  0.05467  2.07429  0.87555
H  1.70932  0.11287  1.15623
H  2.62958  1.43284  0.22218
H  2.68229  -0.92899  -0.89156
H  0.34056  -0.66597  -1.93498
H  0.10392  -1.93190  -0.71906

***

Record 2
Computed, not measured: a cluster of 2 separate species, C11H26NS in total, with wB97M-V/def2-TZVPD.

Summary:
**2S+1**: 1
**E**: -24145.55697 eV
**Net charge**: +1
**HOMO level**: -0.4357 Ha
**Lowest unoccupied orbital energy**: -5.146 eV
**Kohn-Sham gap**: 6.71 eV

Cartesian coordinates (Å):
C  4.66143  -0.99913  1.08773
C  3.18707  -0.70770  1.35831
C  2.96333  0.64609  2.04158
C  1.48529  0.88604  2.48167
S  0.31637  0.21642  1.28680
C  -1.27927  0.99159  1.64695
C  -2.27199  -0.10822  1.21187
C  -3.68109  0.12636  1.71619
C  -4.55854  -1.08088  1.40801
H  4.79078  -2.00131  0.67846
H  5.09691  -0.29365  0.37699
H  5.23781  -0.95766  2.01291
H  2.62956  -0.76447  0.41233
H  2.78470  -1.49543  2.00781
H  3.59952  0.71012  2.94124
H  3.27444  1.45914  1.36691
H  1.28059  0.29450  3.46784
H  1.27301  1.97213  2.60921
H  -1.37976  1.25184  2.71444
H  -1.44555  1.88807  1.02155
H  -2.28959  -0.17135  0.11078
H  -1.89906  -1.08652  1.55541
H  -3.65148  0.32083  2.79438
H  -4.06304  1.03388  1.23265
H  -5.56375  -0.95062  1.81431
H  -4.63345  -1.21867  0.32424
H  -4.13962  -1.99673  1.84201
C  0.75881  -0.29502  6.55318
N  0.19238  -0.98832  5.40548
C  -0.07522  -2.40387  5.62046
C  -0.08224  -0.33178  4.24286
H  1.17976  -1.05844  7.21542
H  1.53972  0.40317  6.23360
H  0.02893  0.26360  7.15936
H  0.54385  -2.71886  6.46783
H  -1.11455  -2.63306  5.90621
H  0.17022  -2.98623  4.72714
H  -0.66048  -0.90983  3.51588
H  -0.45456  0.69543  4.43592

***

Record 3
Computed, not measured: a structure of composition C2H6NNaO8S3, with wB97M-V/def2-TZVPD.

Summary:
**2S+1**: 1
**E**: -56953.54333 eV
**Net charge**: 0
**HOMO level**: -0.3709 Ha
**Lowest unoccupied orbital energy**: -1.529 eV
**Kohn-Sham gap**: 8.57 eV

Cartesian coordinates (Å):
O  4.50378  0.04569  0.16006
S  3.15052  0.83144  0.31821
O  3.31014  2.36599  0.07996
C  1.93526  0.17502  -0.97474
S  1.18741  -1.47697  -0.38019
O  1.48445  -1.74271  1.13138
O  1.92459  -2.62762  -1.16985
N  -0.51030  -1.45435  -0.78763
S  -1.44378  -0.44703  0.29075
O  -0.54862  0.51670  1.16157
O  -2.18605  -1.38465  1.27240
C  -2.54591  0.64961  -0.75319
O  -3.99093  0.45761  -0.55599
O  -4.35581  0.65989  0.67844
H  2.56905  0.59439  1.60192
H  1.00322  0.91576  -1.03493
H  2.40697  0.05250  -2.04154
H  -2.33471  0.39727  -1.90076
H  -2.20139  1.77436  -0.58081
H  -4.72894  -0.24541  0.97102
Na  1.37106  -0.05751  2.51392

***

Record 4
Computed, not measured: the ion C7H8ClNO2P with charge -1, with wB97M-V/def2-TZVPD.

Summary:
**2S+1**: 1
**E**: -34785.48425 eV
**Net charge**: -1
**Relative energy (zero: lowest compared OMol25 entry of this formula, charge and spin)**: 28.7 kcal per mole
**HOMO level**: -0.1827 Ha
**Lowest unoccupied orbital energy**: 3.245 eV
**Kohn-Sham gap**: 8.22 eV

Cartesian coordinates (Å):
C  0.32835  0.69679  -1.99968
C  0.99801  1.57397  -1.30185
C  -0.30500  -0.45805  -1.37657
C  0.81605  1.74508  0.11183
C  -0.25142  -0.41927  0.15272
C  0.11937  0.77527  0.89181
C  -0.24893  -2.82236  -0.67895
N  0.51600  -1.53507  -0.87163
O  0.65689  2.62410  3.19954
O  -1.79461  2.00876  2.81427
P  -0.33102  1.65001  2.71046
Cl  0.00499  -0.02157  3.96618
H  0.36995  0.50229  -3.10934
H  1.41319  2.36418  -1.85522
H  -1.26064  -0.73157  -2.00409
H  1.07761  2.58913  0.62630
H  -0.96234  -1.08335  0.55674
H  -0.28002  -2.95978  0.36939
H  -1.22168  -2.82324  -1.24168
H  0.35524  -3.67532  -0.96023

***

The lowest net charge belongs to which entry?
C7H8ClNO2P

***

The lowest net charge belongs to which entry?
C7H8ClNO2P

***

Look up the net charge of the second one.
+1